No. 1
DFT (the ωB97M-V functional and the def2-TZVPD basis) results for a molecular structure, C12H44B2O6Pt.

Last column: Mulliken charge in e.
Element x y z (Å)
Pt1 1.871 -0.776 -0.307  3.337
B1 3.375 0.932 -0.475  -1.043
H1 2.742 1.382 0.274  -0.393
H2 4.242 1.557 -0.625  -0.207
H3 3.664 -0.093 -0.301  -0.141
H4 2.778 0.909 -1.374  -0.129
B2 -0.120 0.043 -0.788  1.361
H5 0.235 -0.067 0.225  -0.659
H6 0.010 -0.897 -1.301  -0.070
H7 -1.145 0.378 -0.783  -0.232
H8 0.439 0.784 -1.339  -0.724
C1 -1.367 2.861 1.927  -1.263
C2 -0.085 2.047 1.959  0.301
O1 0.635 2.147 3.160  -0.499
H9 -1.998 2.473 2.726  0.273
H10 -1.794 2.969 0.931  0.289
H11 -1.219 3.921 2.134  0.437
H12 0.495 2.186 1.047  0.190
H13 -0.351 0.991 1.896  -0.269
H14 1.203 2.920 3.120  0.340
C3 0.174 3.267 -2.010  -0.852
C4 0.208 2.912 -3.535  -0.276
O2 0.548 1.538 -3.690  -0.582
H15 0.040 4.347 -2.059  0.449
H16 1.131 3.181 -1.495  0.138
H17 -0.623 2.798 -1.432  0.213
H18 0.926 3.486 -4.122  0.355
H19 -0.796 2.996 -3.951  0.208
H20 0.020 1.028 -3.071  0.106
C5 3.126 -3.958 1.351  -0.532
C6 1.905 -4.131 0.411  -0.247
O3 1.202 -2.944 0.355  -0.209
H21 3.583 -4.929 1.540  0.447
H22 2.702 -3.559 2.273  -0.043
H23 3.912 -3.246 1.098  0.098
H24 1.342 -4.957 0.845  0.322
H25 2.157 -4.428 -0.607  0.082
H26 0.390 -2.937 0.867  0.121
C7 -2.910 -1.857 -2.928  -0.945
C8 -2.210 -0.660 -3.572  -0.077
O4 -2.417 0.341 -2.652  -0.626
H27 -2.317 -2.327 -2.144  0.236
H28 -3.065 -2.682 -3.624  0.424
H29 -3.912 -1.652 -2.551  0.083
H30 -2.688 -0.334 -4.496  0.362
H31 -1.140 -0.861 -3.642  0.135
H32 -1.921 0.204 -1.842  -0.877
C9 -4.439 0.564 0.484  -0.851
C10 -4.589 -1.023 0.390  -0.219
O5 -3.335 -1.626 0.379  -0.462
H33 -5.310 1.126 0.145  0.453
H34 -3.848 0.915 -0.362  0.118
H35 -4.141 0.983 1.445  0.206
H36 -5.193 -1.222 -0.495  0.199
H37 -5.180 -1.298 1.264  0.372
H38 -2.802 -1.159 -0.268  0.095
C11 2.932 -0.767 4.149  -1.323
C12 3.270 -0.291 2.728  -0.258
O6 2.162 -0.576 1.871  -0.497
H39 3.908 -0.806 4.635  0.416
H40 2.562 -1.787 4.251  0.218
H41 2.228 -0.045 4.562  0.345
H42 4.180 -0.769 2.368  0.424
H43 3.285 0.799 2.745  0.257
H44 1.333 -0.324 2.285  0.097

Calculated values
Charge = -1
E = -1103.60117 Eh
Kohn-Sham gap (alpha / beta) = 2.83 / 7.87 eV
LUMO energy (alpha / beta) = 2.7 / 2.4 eV
2S+1 = 4
M = 501.2 Da
HOMO energy (alpha / beta) = -0.156 / -5.475 eV



No. 2
DFT (the ωB97M-V functional and the def2-TZVPD basis) results for 11 unconnected molecules or ions with the total composition C12H44BF4O16.

Last column: Mulliken charge in e.
Element x y z (Å)
B1 -0.434 0.198 0.456  0.746
F1 0.583 1.044 0.948  -0.443
F2 -0.728 0.614 -0.857  0.010
F3 0.040 -1.148 0.416  -0.155
F4 -1.547 0.261 1.295  -0.532
O1 2.309 1.387 -1.315  -0.621
H1 2.306 0.956 -2.183  0.378
H2 1.664 0.868 -0.823  0.154
O2 0.233 2.050 3.427  -0.658
H3 0.223 1.875 2.473  0.319
H4 -0.684 2.228 3.653  0.303
O3 1.759 -2.058 -1.487  -0.687
H5 1.215 -1.543 -0.865  0.287
H6 1.120 -2.403 -2.119  0.306
O4 -1.386 -1.369 3.677  -0.794
H7 -1.593 -2.278 3.427  0.334
H8 -0.949 -0.998 2.902  0.283
C1 -3.415 -1.049 -2.026  0.390
C2 -3.053 -2.509 -2.102  -0.112
O5 -2.191 -2.785 -3.208  -0.542
O6 -4.358 -0.743 -3.088  -0.633
H9 -2.663 -0.264 -2.080  -0.269
H10 -3.976 -0.896 -1.100  0.285
H11 -3.984 -3.062 -2.218  0.386
H12 -2.508 -2.763 -1.189  -0.088
H13 -2.705 -3.170 -3.920  0.268
H14 -3.854 -0.519 -3.875  0.325
C3 -0.306 1.469 -5.341  -0.496
C4 0.247 1.461 -3.942  0.337
O7 1.411 0.650 -3.857  -0.625
O8 -0.745 0.143 -5.664  -0.490
H15 0.488 1.788 -6.023  0.358
H16 -1.160 2.148 -5.419  0.255
H17 -0.519 1.046 -3.271  -0.344
H18 0.455 2.443 -3.521  0.349
H19 1.128 -0.262 -3.987  0.328
H20 -0.359 -0.111 -6.504  0.274
C5 3.154 4.784 1.568  -0.358
C6 3.618 3.394 1.869  -0.120
O9 4.138 3.324 3.193  -0.535
O10 4.292 5.682 1.685  -0.547
H21 2.408 5.087 2.308  0.273
H22 2.748 4.897 0.560  0.350
H23 4.355 3.014 1.154  0.254
H24 2.749 2.739 1.796  0.025
H25 4.798 4.023 3.257  0.331
H26 3.986 6.560 1.443  0.277
C7 -0.825 -4.362 1.599  0.106
C8 0.571 -4.523 1.021  0.106
O11 1.374 -5.435 1.787  -0.550
O12 -0.819 -4.219 3.008  -0.463
H27 -1.498 -5.162 1.267  0.410
H28 -1.250 -3.435 1.201  -0.262
H29 1.102 -3.576 1.048  -0.196
H30 0.553 -4.867 -0.017  0.343
H31 0.839 -6.205 2.004  0.294
H32 -0.934 -5.074 3.428  0.272
C9 -2.563 3.321 -0.784  -0.164
C10 -2.738 3.500 -2.281  -0.020
O13 -3.953 4.191 -2.590  -0.563
O14 -3.211 2.156 -0.317  -0.614
H33 -2.973 4.196 -0.275  0.429
H34 -1.493 3.242 -0.568  0.048
H35 -2.726 2.515 -2.753  0.026
H36 -1.879 4.068 -2.667  0.221
H37 -4.373 3.709 -3.305  0.339
H38 -2.600 1.413 -0.291  0.063
C11 2.323 -2.088 3.307  0.585
C12 1.900 -2.619 4.656  -0.517
O15 0.999 -1.775 5.346  -0.574
O16 3.231 -0.994 3.369  -0.520
H39 1.427 -1.711 2.802  -0.557
H40 2.718 -2.883 2.665  0.420
H41 2.774 -2.831 5.282  0.338
H42 1.436 -3.608 4.512  0.161
H43 0.168 -1.825 4.850  0.393
H44 4.111 -1.321 3.172  0.307

Calculated values
Charge = -1
E = -2112.00590 Eh
Energy relative to the best compared isomer or geometry (same formula, charge and spin) = 0.0000 eV
Kohn-Sham gap = 8.77 eV
LUMO energy = 2.1 eV
M = 531.3 Da
HOMO energy = -6.675 eV



No. 3
DFT (the ωB97M-V functional and the def2-TZVPD basis) results for a molecular structure, C12H44BaO12.

Last column: Mulliken charge in e.
Element x y z (Å)
Ba1 -1.797 5.539 0.145  0.824
O1 -0.584 0.795 -0.881  -0.609
C1 0.756 0.362 -1.155  -0.275
C2 2.063 1.032 -0.469  -0.244
O2 2.148 2.468 -0.520  -0.618
H1 0.850 0.527 -2.229  0.218
H2 0.797 -0.717 -1.005  0.238
H3 2.986 0.534 -0.765  0.264
H4 1.974 0.789 0.590  0.204
C3 -7.484 3.184 0.057  -0.526
O3 -6.891 4.454 0.259  -0.508
H5 -6.843 2.328 0.270  0.225
H6 -8.384 3.083 0.664  0.237
H7 -7.897 3.095 -0.948  0.271
H8 -7.552 5.142 0.370  0.302
C4 8.600 2.238 -0.081  -0.488
O4 7.900 3.084 0.809  -0.502
H9 8.742 1.245 0.345  0.225
H10 8.171 2.145 -1.079  0.249
H11 9.566 2.710 -0.262  0.208
H12 6.957 3.081 0.625  0.308
C5 -5.724 -0.630 -5.387  -0.512
O5 -5.197 0.629 -5.059  -0.498
H13 -6.299 -0.940 -4.515  0.236
H14 -6.408 -0.621 -6.236  0.227
H15 -4.938 -1.331 -5.670  0.231
H16 -4.715 0.478 -4.242  0.316
C6 5.333 -4.330 2.467  -0.429
O6 5.992 -5.534 1.998  -0.517
H17 4.479 -4.174 1.808  0.194
H18 5.028 -4.544 3.492  0.223
H19 5.902 -3.401 2.499  0.237
H20 6.623 -5.910 2.615  0.293
C7 4.127 7.225 -4.374  -0.530
O7 4.763 6.021 -4.200  -0.483
H21 4.006 7.761 -3.433  0.233
H22 4.664 7.896 -5.045  0.230
H23 3.133 7.097 -4.803  0.238
H24 4.253 5.553 -3.534  0.312
C8 -3.934 -5.064 -0.831  -0.503
O8 -4.391 -3.833 -0.249  -0.497
H25 -4.134 -5.171 -1.898  0.242
H26 -2.849 -5.129 -0.760  0.229
H27 -4.422 -5.920 -0.366  0.230
H28 -3.792 -3.142 -0.542  0.300
C9 2.413 4.663 5.234  -0.557
O9 2.143 5.518 4.192  -0.482
H29 1.497 4.398 5.763  0.204
H30 2.909 3.748 4.909  0.280
H31 3.065 5.130 5.972  0.216
H32 2.571 5.068 3.460  0.337
C10 -0.251 -3.947 4.599  -0.529
O10 0.351 -4.871 5.482  -0.513
H33 0.335 -3.031 4.523  0.252
H34 -0.300 -4.218 3.544  0.241
H35 -1.251 -3.619 4.883  0.251
H36 0.489 -4.593 6.391  0.299
C11 -0.635 -6.304 -5.706  -0.503
O11 -0.743 -7.531 -4.940  -0.500
H37 -1.617 -6.243 -6.175  0.209
H38 -0.550 -5.429 -5.062  0.246
H39 0.137 -6.208 -6.469  0.252
H40 -0.061 -7.528 -4.265  0.295
C12 -4.630 0.764 4.458  -0.462
O12 -3.540 1.377 3.855  -0.499
H41 -4.354 0.499 5.478  0.207
H42 -5.445 1.487 4.436  0.187
H43 -4.825 -0.167 3.923  0.240
H44 -3.286 0.933 3.044  0.323

Calculated values
E = -1411.38244 Eh
Energy relative to the best compared isomer or geometry (same formula, charge and spin) = 9.2672 eV
Kohn-Sham gap = 2.72 eV
LUMO energy = -2.8 eV
M = 517.8 Da
HOMO energy = -5.519 eV